The following is a DFT calculation (the ωB97M-V functional and the def2-TZVPD basis) of C15H18AgClN4O6P as an isolated structure.

The geometry in XYZ format:
```
46
C15H18AgClN4O6P the ωB97M-V functional and the def2-TZVPD basis
Ag 0.63 0.44 1.05
O -0.89 0.60 8.08
C -0.81 1.53 7.26
O -0.84 2.77 7.41
C -0.71 1.07 5.78
C -0.18 -0.18 5.48
C 0.01 -0.54 4.16
N -0.33 0.24 3.13
C -0.90 1.43 3.42
C -1.09 1.88 4.72
C -1.29 2.26 2.21
O -2.49 2.51 2.01
O -0.33 2.58 1.44
H 0.07 -0.84 6.30
H 0.44 -1.50 3.90
H -1.51 2.86 4.90
Cl 2.57 -1.19 -4.05
C 3.19 -0.25 -2.66
C 2.06 0.24 -1.74
O 1.07 0.78 -2.29
O 2.29 0.09 -0.51
H 3.71 0.61 -3.07
H 3.87 -0.88 -2.11
C -3.82 1.72 -0.64
N -2.74 2.09 -1.67
C -3.07 1.42 -2.98
N -3.18 0.01 -2.82
C -4.22 -0.29 -1.84
N -3.96 0.31 -0.54
C -2.78 -0.30 0.11
P -1.17 -0.11 -0.85
C -1.37 1.70 -1.22
C -1.90 -0.64 -2.49
H -4.75 2.17 -1.01
H -3.51 2.16 0.31
H -2.75 3.10 -1.77
H -2.27 1.67 -3.69
H -4.02 1.83 -3.33
H -4.30 -1.37 -1.72
H -5.17 0.09 -2.22
H -2.97 -1.36 0.26
H -2.64 0.16 1.09
H -0.66 1.93 -2.02
H -1.09 2.29 -0.33
H -2.06 -1.72 -2.49
H -1.17 -0.42 -3.27
```

Its total energy is -2201.4813 Eh. The energy above the lowest of the compared OMol25 structures with the same formula, charge and spin is 0.000 eV. The orbital gap is 0.24252 hartree. For the HOMO energy, the calculation gives -5.000 eV. Its charge is -1.